(1)
An isolated molecule of C3H3NO2S in a non-equilibrium geometry, computed with wB97M-V/def2-TZVPD.

Each line ends with the Löwdin charge.
Positions of all 10 atoms, in Å:
C 1.313 0.128 -0.039  -0.209
C 1.018 1.386 0.284  0.151
C 0.351 -0.884 -0.049  -0.179
N -0.903 -0.986 0.207  -0.409
O -1.682 -1.924 0.206  -0.083
O -2.312 1.194 -0.769  -0.530
S -1.891 0.684 0.520  0.998
H 2.252 -0.160 -0.354  0.075
H 0.965 2.424 0.359  0.024
H 0.888 -1.861 -0.365  0.162

Properties
energy above the lowest of the compared OMol25 structures with the same formula, charge and spin = 805.1 kJ/mol
E_HOMO (alpha / beta) = -8.849 / -8.835 eV



(2)
An isolated molecule of C3H3NO2S in a non-equilibrium geometry, computed with wB97M-V/def2-TZVPD.

Each line ends with the Löwdin charge.
Positions of all 10 atoms, in Å:
C -0.247 0.118 -0.060  -0.326
C 1.966 -0.721 -0.079  -0.736
C -1.749 0.188 0.013  -0.001
N 0.535 1.417 0.013  -0.326
O 2.766 -1.585 0.034  0.087
O 0.596 -0.935 -0.108  0.033
S 2.117 1.052 -0.041  0.988
H -2.045 -0.624 0.757  0.118
H -2.070 0.010 -1.047  0.113
H -1.869 1.080 0.517  0.050

Properties
energy above the lowest of the compared OMol25 structures with the same formula, charge and spin = 245.5 kJ/mol
SMILES string = Cc1nsc(=O)o1
E_HOMO = -8.762 eV



(3)
An isolated molecule of C3H3NO2S in a non-equilibrium geometry, computed with wB97M-V/def2-TZVPD.

Each line ends with the Löwdin charge.
Positions of all 10 atoms, in Å:
C -0.310 0.353 0.260  -0.034
C 1.518 -1.278 0.495  -0.606
C -1.474 1.128 0.016  0.000
N 0.445 -0.402 0.785  0.242
O 2.223 -1.730 1.404  0.096
O 1.679 -1.530 -0.775  -0.523
S 0.932 -0.908 -2.120  0.530
H -1.954 0.913 -0.855  0.069
H -0.955 2.074 -0.066  0.112
H -2.104 1.380 0.857  0.115

Properties
energy above the lowest of the compared OMol25 structures with the same formula, charge and spin = 440.2 kJ/mol
E_HOMO (alpha / beta) = -7.965 / -7.966 eV



(4)
An isolated molecule of C3H3NO2S in a non-equilibrium geometry, computed with wB97M-V/def2-TZVPD.

Each line ends with the Löwdin charge.
Positions of all 10 atoms, in Å:
C 1.707 -0.286 0.080  -0.203
C 0.343 -0.191 0.914  -0.591
C -0.966 1.254 -0.234  -0.257
H 2.260 -1.193 0.372  0.120
H 0.458 -0.481 1.909  0.095
H -1.078 2.224 -0.796  0.159
N -1.403 0.252 -0.832  -0.194
O 1.915 0.532 -0.854  0.004
O -0.354 1.023 1.073  -0.083
S -0.676 -1.214 -0.124  0.950

Properties
energy above the lowest of the compared OMol25 structures with the same formula, charge and spin = 339.7 kJ/mol
SMILES string = O=C[C@H]1OC=NS1
E_HOMO = -9.039 eV



(5)
An isolated molecule of C3H3NO2S in a non-equilibrium geometry, computed with wB97M-V/def2-TZVPD.

Each line ends with the Löwdin charge.
Positions of all 10 atoms, in Å:
C 0.330 0.432 0.472  -0.370
C -0.223 -0.676 0.975  -0.013
C -0.594 -0.648 -1.242  -0.879
H 1.135 1.375 1.945  0.085
H -0.300 -1.097 1.974  0.132
H 0.386 1.158 -1.466  0.135
N 0.139 0.460 -0.855  0.156
O 1.029 1.441 1.035  0.133
O -0.798 -1.351 -0.107  -0.016
S -1.106 -1.093 -2.730  0.636

Properties
energy above the lowest of the compared OMol25 structures with the same formula, charge and spin = 166.3 kJ/mol
SMILES string = Oc1coc(=S)[nH]1
E_HOMO = -8.098 eV



(6)
A structure of composition C3H3NO2S2 in a non-equilibrium geometry, computed with wB97M-V/def2-TZVPD.

Each line ends with the Löwdin charge.
Positions of all 11 atoms, in Å:
C 0.808 0.316 0.872  -0.335
C -1.317 -0.066 0.014  -0.740
C -1.690 1.366 -0.060  -0.208
H 3.889 -0.324 0.097  -0.100
H 0.405 0.877 1.575  0.085
H -2.794 1.305 0.340  0.134
N 2.059 0.221 0.895  -0.334
O 0.077 -0.491 -0.069  -0.163
O -0.896 2.302 -0.486  0.037
S 2.655 -0.452 -0.522  0.771
S -2.415 -1.272 -0.028  0.854

Properties
energy above the lowest of the compared OMol25 structures with the same formula, charge and spin = 345.7 kJ/mol
E_HOMO = -8.915 eV



(7)
An isolated molecule of C3H3NO2S2 in a non-equilibrium geometry, computed with wB97M-V/def2-TZVPD.

Each line ends with the Löwdin charge.
Positions of all 11 atoms, in Å:
C -0.720 1.796 -0.283  -0.753
C -1.916 -0.960 0.110  -0.897
C 1.671 -0.340 0.129  -0.233
N 0.467 -0.251 -0.643  -0.403
O -0.015 2.622 -0.709  0.084
O -3.022 -1.293 0.188  -0.001
S -1.974 1.158 0.451  0.941
S -0.471 -1.562 -0.414  0.992
H 1.764 -1.430 0.271  0.028
H 2.630 0.163 -0.314  0.115
H 1.587 0.097 1.215  0.127

Properties
multiplicity = 3
energy above the lowest of the compared OMol25 structures with the same formula, charge and spin = 121.5 kJ/mol
E_HOMO (alpha / beta) = -6.298 / -10.088 eV
⟨S²⟩ = 2.0245



(8)
A structure of composition C3H3NO3 in a non-equilibrium geometry, computed with wB97M-V/def2-TZVPD.

Each line ends with the Löwdin charge.
Positions of all 10 atoms, in Å:
N -1.279 1.377 -1.033  0.170
C -0.443 0.460 -0.704  -0.555
O 0.793 0.176 -0.949  -0.001
C 1.430 -0.741 0.604  -0.194
O 2.112 -0.200 1.389  0.146
C -1.000 -0.322 0.421  -0.033
O -0.214 -0.876 1.191  0.104
H -0.851 2.112 -1.593  0.067
H 1.519 -1.661 0.043  0.150
H -2.068 -0.325 0.631  0.146

Properties
energy above the lowest of the compared OMol25 structures with the same formula, charge and spin = 294.2 kJ/mol
E_HOMO = -10.263 eV



(9)
An isolated molecule of C3H3NO3 in a non-equilibrium geometry, computed with wB97M-V/def2-TZVPD.

Each line ends with the Löwdin charge.
Positions of all 10 atoms, in Å:
N -1.259 0.834 -1.042  0.176
C -0.322 0.252 -0.180  -0.372
O 1.016 0.325 -0.411  0.084
C 1.783 -0.455 0.390  -0.295
O 1.368 -1.126 1.290  0.105
C -1.199 -0.333 0.637  -0.090
O -2.290 -0.124 -0.174  -0.010
H -1.048 0.623 -2.039  0.131
H 2.830 -0.351 0.087  0.150
H -1.246 -0.628 1.673  0.122

Properties
energy above the lowest of the compared OMol25 structures with the same formula, charge and spin = 484.9 kJ/mol
SMILES string = O=COc1co[nH]1
E_HOMO = -8.630 eV



(10)
An isolated molecule of C3H3NO3 in a non-equilibrium geometry, computed with wB97M-V/def2-TZVPD.

Each line ends with the Löwdin charge.
Positions of all 10 atoms, in Å:
C 1.684 0.098 -0.212  -0.119
C -0.162 -0.066 -0.084  -0.075
C -0.991 1.133 0.083  -0.258
N -0.641 -1.261 0.047  -0.152
O -2.190 1.155 0.079  0.057
O 2.146 1.084 0.148  0.095
O -0.127 -2.374 0.063  -0.009
H 2.234 -0.704 -0.719  0.116
H -0.272 2.012 0.337  0.146
H -1.681 -1.076 0.258  0.199

Properties
energy above the lowest of the compared OMol25 structures with the same formula, charge and spin = 482.0 kJ/mol
SMILES string = O=CC(C=O)=[NH+][O-]
E_HOMO (alpha / beta) = -9.919 / -9.920 eV



(11)
A structure of composition C3H3NO3 in a non-equilibrium geometry, computed with wB97M-V/def2-TZVPD.

Each line ends with the Löwdin charge.
Positions of all 10 atoms, in Å:
C -0.859 -0.145 -0.368  -0.357
C 0.282 0.014 0.510  -0.173
O -1.833 0.698 -0.612  0.176
O 0.664 1.331 0.773  0.005
N -0.599 -1.224 -1.111  0.193
C 0.719 -1.206 -0.811  -0.363
O 1.752 -1.620 -1.202  0.131
H -1.775 1.445 0.005  0.140
H 1.365 1.345 1.433  0.104
H 0.284 -0.639 1.383  0.144

Properties
energy above the lowest of the compared OMol25 structures with the same formula, charge and spin = 248.2 kJ/mol
E_HOMO = -8.934 eV



(12)
An isolated molecule of C3H3NO3, computed with wB97M-V/def2-TZVPD.

Each line ends with the Löwdin charge.
Positions of all 10 atoms, in Å:
N 0.383 0.555 -1.713  0.186
C -0.226 1.285 -0.750  -0.399
O -1.141 2.038 -0.564  0.121
C -0.261 -1.063 1.528  -0.306
O -0.958 -1.936 1.943  0.105
C 0.653 0.154 -0.327  -0.197
O -0.026 -0.979 0.176  0.029
H -0.174 0.049 -2.392  0.148
H 0.192 -0.315 2.215  0.161
H 1.702 0.229 -0.032  0.152

Properties
energy above the lowest of the compared OMol25 structures with the same formula, charge and spin = 255.3 kJ/mol
SMILES string = O=CO[C@H]1NC1=O
E_HOMO = -10.109 eV



(13)
An isolated molecule of C3H3NO3S in a non-equilibrium geometry, computed with wB97M-V/def2-TZVPD.

Each line ends with the Löwdin charge.
Positions of all 11 atoms, in Å:
C 1.612 -0.544 -0.213  -0.235
C 0.685 0.218 0.718  -0.544
C -1.435 -0.363 0.021  -0.642
H 2.574 -0.118 -0.405  0.113
H 1.161 0.452 1.650  0.121
H -1.998 1.152 -1.078  0.118
N -1.135 0.712 -0.782  -0.186
O 1.295 -1.609 -0.698  0.098
O -2.430 -1.003 -0.063  0.147
O -0.453 -0.594 0.938  0.019
S 0.123 1.696 -0.088  0.990

Properties
energy above the lowest of the compared OMol25 structures with the same formula, charge and spin = 135.3 kJ/mol
SMILES string = O=C[C@@H]1OC(=O)NS1
E_HOMO = -9.361 eV



(14)
A structure of composition C3H3NO4 in a non-equilibrium geometry, computed with wB97M-V/def2-TZVPD.

Each line ends with the Löwdin charge.
Positions of all 11 atoms, in Å:
C -1.324 -0.214 -0.154  -0.465
C 0.575 -0.794 -0.143  -0.547
C 0.583 0.522 -0.178  -0.322
H -2.965 0.615 -0.024  0.104
H 2.562 -1.369 1.072  0.316
H 1.183 2.210 0.211  0.203
N -0.587 -1.319 0.045  0.255
O -2.638 -0.258 -0.065  0.178
O 1.628 -1.601 -0.384  -0.019
O 1.701 1.302 -0.048  0.078
O -0.717 0.906 -0.332  0.218

Properties
energy above the lowest of the compared OMol25 structures with the same formula, charge and spin = 669.6 kJ/mol
E_HOMO = -7.867 eV



(15)
An isolated molecule of C3H3NO4 in a non-equilibrium geometry, computed with wB97M-V/def2-TZVPD.

Each line ends with the Löwdin charge.
Positions of all 11 atoms, in Å:
C -0.900 0.795 0.438  -0.124
C 0.555 1.023 0.076  -0.186
C 1.419 -0.178 -0.041  -0.530
H -2.248 -1.407 -1.147  0.146
H -1.279 1.656 1.031  0.141
H 1.684 -1.723 1.073  0.195
N -1.810 -0.007 0.199  0.056
O -1.422 -0.794 -0.983  -0.087
O 0.854 2.088 -0.583  0.101
O 1.206 -0.838 1.012  0.160
O 1.941 -0.616 -1.075  0.129

Properties
energy above the lowest of the compared OMol25 structures with the same formula, charge and spin = 431.1 kJ/mol
SMILES string = O=C(O)C(=O)/C=N\O
E_HOMO = -10.275 eV



(16)
A structure of composition C3H3NO4P in a non-equilibrium geometry, computed with wB97M-V/def2-TZVPD.

Each line ends with the Löwdin charge.
Positions of all 12 atoms, in Å:
C 0.437 -0.145 0.098  -0.204
C 2.071 -0.578 -0.037  -0.565
C -1.853 -0.046 0.227  -0.018
N -0.670 -0.748 -0.225  -0.344
O 2.589 -1.624 0.309  0.035
O 2.635 0.607 -0.170  -0.188
O -0.761 -1.875 -0.784  -0.084
O 0.724 2.273 -0.905  -0.522
P 1.108 1.529 0.326  0.656
H -2.657 -0.055 -0.418  0.061
H -2.128 -0.342 1.242  0.097
H -1.493 1.005 0.336  0.077

Properties
energy above the lowest of the compared OMol25 structures with the same formula, charge and spin = 464.3 kJ/mol
E_HOMO = -4.210 eV
charge = -1



(17)
An isolated molecule of C3H3NOS in a non-equilibrium geometry, computed with wB97M-V/def2-TZVPD.

Each line ends with the Löwdin charge.
Positions of all 9 atoms, in Å:
C -0.587 -0.592 -0.153  -0.495
C 0.487 0.430 -0.223  -0.463
C 1.951 -0.013 -0.145  -0.070
H -2.054 1.111 0.717  -0.157
H -0.496 -1.383 -0.975  0.124
H -0.487 -1.062 0.842  0.086
N 3.144 -0.198 0.109  0.145
O 0.320 1.632 -0.133  0.090
S -2.279 0.074 -0.038  0.742

Properties
energy above the lowest of the compared OMol25 structures with the same formula, charge and spin = 128.9 kJ/mol
SMILES string = N#CC(=O)CS
E_HOMO = -9.897 eV



(18)
A cluster of 2 separate species, C3H3NOS in total in a non-equilibrium geometry, computed with wB97M-V/def2-TZVPD.

Each line ends with the Löwdin charge.
Positions of all 9 atoms, in Å:
C -1.060 1.385 0.169  -0.337
C -0.963 -1.104 -0.035  -0.343
C -0.296 0.190 0.306  -0.662
N -1.631 2.370 0.063  0.179
O -2.108 -1.364 0.182  0.085
S 1.394 0.346 -0.247  0.797
H -0.275 -1.818 -0.525  0.114
H -0.423 0.124 1.941  0.277
H 1.306 1.634 -0.592  -0.111

Properties
energy above the lowest of the compared OMol25 structures with the same formula, charge and spin = 267.2 kJ/mol
E_HOMO = -10.121 eV



(19)
A cluster of 2 separate species, C3H3NOS in total in a non-equilibrium geometry, computed with wB97M-V/def2-TZVPD.

Each line ends with the Löwdin charge.
Positions of all 9 atoms, in Å:
C 1.112 0.923 -0.126  -0.292
C 1.050 -0.584 -1.945  -0.171
C 0.518 0.397 -1.293  -0.089
N 1.556 1.308 0.858  0.152
O 1.496 -1.256 -2.759  0.239
S -1.685 0.074 2.089  0.445
H -0.736 -0.932 2.148  -0.181
H -0.556 0.722 -1.345  0.146
H -2.754 -0.653 2.373  -0.248

Properties
energy above the lowest of the compared OMol25 structures with the same formula, charge and spin = 138.7 kJ/mol
SMILES string = N#CC=C=O.S
E_HOMO = -9.827 eV



(20)
An isolated molecule of C3H3NOS in a non-equilibrium geometry, computed with wB97M-V/def2-TZVPD.

Each line ends with the Löwdin charge.
Positions of all 9 atoms, in Å:
C -1.117 1.037 0.026  -0.233
C -2.276 0.283 0.018  -0.551
C 0.187 -0.840 0.004  -0.487
N 0.083 0.576 0.016  0.103
O -0.924 -1.535 0.023  -0.142
S -3.786 -0.038 -0.010  0.897
H -1.243 2.115 0.030  0.124
H 0.818 -1.036 -0.896  0.145
H 0.865 -1.063 0.860  0.144

Properties
energy above the lowest of the compared OMol25 structures with the same formula, charge and spin = 331.9 kJ/mol
E_HOMO (alpha / beta) = -8.926 / -8.923 eV